Entry from the OMol25 dataset: a cluster of 2 separate species, C2H5N4O in total in a non-equilibrium geometry (ωB97M-V with the def2-TZVPD basis set).

The energy above the lowest of the compared OMol25 structures with the same formula, charge and spin is 140.93 kcal per mole. As for the net charge: +1. The LUMO energy (spin up / spin down) comes out at -5.899 / -5.895 eV. Its total energy is -10150.124 eV.

CARTESIAN COORDINATES (ANGSTROEM)
C1 0.7368 -0.6306 1.8500
C2 0.9311 -0.0764 0.4999
N1 0.4527 -1.0905 2.8885
N2 0.2400 -2.0221 -0.8256
N3 0.0478 0.8026 0.0667
N4 -1.1819 1.0312 0.7332
O1 0.3154 -1.6273 -1.9527
H1 1.9190 -0.2591 0.0754
H2 0.1681 1.1190 -0.9310
H3 -1.7410 1.9933 0.5458
H4 0.2227 -3.1133 -0.7585
H5 -1.3570 0.5484 1.5328

Force components x, y, z for each atom (eV/Å):
C -0.8 -0.6 0.9
C -0.9 0.9 1.8
N 0.7 1.1 -2.3
N 0.3 -0.9 -0.5
N -0.2 -0.8 0.7
N 0.1 4.3 -5.1
O -0.2 -0.5 0.9
H -0.6 0.3 -0.6
H -0.5 0.0 1.4
H 2.3 -3.2 0.5
H -0.1 1.2 -0.4
H -0.1 -1.6 2.8

Entry from the OMol25 dataset: the molecule C3H4N2O2S in a non-equilibrium geometry (ωB97M-V with the def2-TZVPD basis set).

The energy above the lowest of the compared OMol25 structures with the same formula, charge and spin is 93.61 kcal per mole. The LUMO energy comes out at 0.017 eV. Its SMILES is CSc1onnc1O. Its total energy is -21082.773 eV.

CARTESIAN COORDINATES (ANGSTROEM)
C1 2.1840 -0.4504 0.5141
C2 -0.5689 -0.3213 -0.4395
C3 -1.5977 0.6013 -0.1868
H1 2.2607 0.4494 1.3534
H2 3.1694 -0.3008 0.0636
H3 2.1837 -1.4537 0.8395
H4 -0.5014 2.2014 -0.4214
N1 -2.6033 -1.2783 -0.2082
N2 -2.8644 -0.0184 -0.0823
O1 -1.2152 -1.4743 -0.4187
O2 -1.4846 1.9370 -0.0863
S1 1.0377 0.1081 -0.9275

Force components x, y, z for each atom (eV/Å):
C 0.8 4.8 0.2
C -2.9 2.5 0.9
C 0.3 0.2 -0.3
H -0.9 -2.8 -1.8
H -0.1 -0.2 -0.4
H -0.8 -0.9 0.5
H -3.3 -1.0 1.2
N 0.3 1.3 0.1
N 3.6 -1.4 -0.4
O -0.6 -1.9 -0.4
O 2.9 0.8 -1.2
S 0.8 -1.4 1.4